DFT (ωB97M-V/def2-TZVPD) results for CH4Cl2O2SSi as an isolated structure.

Last column: natural (NBO) charge in e.
Cartesian coordinates (Å):
C  0.279642  -0.316196  -1.656102  -0.92
O  -0.382819  -2.466339  -0.434367  -0.79
O  0.867926  -0.317737  1.267751  -1.18
Si  -0.145191  0.771177  1.769317  1.56
S  0.762755  -1.566546  -0.515790  1.52
Cl  -0.863546  2.028446  0.282865  -0.44
Cl  0.663393  1.890321  3.207450  -0.35
H  -0.369706  -0.627530  -2.476333  0.27
H  -0.383746  0.304529  -1.141604  0.29
H  1.119818  0.053776  -2.190680  0.25
H  -1.548526  0.246099  1.887494  -0.21

Force components x, y, z for each atom (eV/Å):
C -0.368 -1.168 -1.257
O 0.710 0.516 0.238
O 0.975 -1.997 -2.485
Si -2.494 -0.259 -0.830
S -0.713 0.109 1.587
Cl 0.323 1.012 -0.371
Cl 0.193 0.327 0.664
H -0.015 -1.214 0.227
H -0.267 1.748 0.803
H 0.946 1.077 0.345
H 0.710 -0.152 1.080

Summary:
Kohn-Sham gap = 0.321 hartree
M = 179.1 g mol⁻¹
spin multiplicity = 1
total energy = -1799.09616 a.u.